43
Properties=species:S:1:pos:R:3:nbo_charge:R:1 method="wB97M-V/def2-TZVPD" charge=-1 relative_energy_kcal_mol=47.3 e_homo_ha=-0.1932 gap_ev=7.480
Pt -0.44735 0.23633 -0.98959 1.038
O -0.73653 1.79142 -2.22799 -0.639
C -0.76050 3.06725 -2.05114 0.390
C -1.27646 3.88311 -3.08948 -0.281
C -1.26219 5.25173 -2.99227 -0.177
C -0.75159 5.89172 -1.84740 -0.302
C -0.28473 5.11325 -0.81844 -0.156
C -0.28500 3.70900 -0.89588 -0.188
C 0.20180 2.96042 0.21870 0.117
N 0.35144 1.69376 0.30802 -0.269
N 0.91066 1.29819 1.52403 -0.450
C 0.74544 0.04424 1.78355 0.550
O 0.10155 -0.77317 1.05404 -0.792
C 1.36226 -0.45114 3.05910 -0.019
C 1.87103 0.43853 4.00232 -0.202
C 2.41912 -0.02887 5.18687 -0.222
C 2.47100 -1.39388 5.44648 -0.217
C 1.97275 -2.28633 4.50741 -0.220
C 1.41949 -1.81326 3.32461 -0.207
H -1.66855 3.37548 -3.96226 0.227
H -1.65916 5.84806 -3.80532 0.204
H -0.73072 6.97167 -1.77931 0.204
H 0.09985 5.57954 0.08427 0.198
H 0.49062 3.52481 1.10018 0.197
H 1.82931 1.49786 3.78818 0.235
H 2.80873 0.67435 5.91386 0.205
H 2.89703 -1.75684 6.37378 0.205
H 2.01375 -3.35168 4.69823 0.207
H 1.02614 -2.50853 2.59714 0.209
O -1.96910 -4.89803 -4.04680 -0.693
C -1.43130 -5.19248 -2.88380 0.788
O -1.27628 -6.33424 -2.49900 -0.633
C -1.00218 -4.04968 -2.02302 -0.271
C -0.42542 -4.19335 -0.78013 0.009
N -0.16589 -2.96292 -0.31822 -0.317
N -0.54653 -2.02434 -1.18232 -0.331
C -1.06072 -2.64665 -2.22077 0.054
C -1.60415 -1.75598 -3.29964 0.759
O -2.07305 -2.31184 -4.32059 -0.720
O -1.53779 -0.52723 -3.05948 -0.690
H -2.02294 -3.88200 -4.21447 0.516
H -0.19340 -5.09240 -0.23130 0.231
H 0.17957 -2.61585 0.56784 0.452



45
Properties=species:S:1:pos:R:3:nbo_charge:R:1 method="wB97M-V/def2-TZVPD" e_homo_ha=-0.3523 gap_ev=8.992
Ga 1.80118 1.69157 -1.16430 1.716
O 1.57100 3.79948 2.15489 -0.568
C 1.08638 2.94050 1.46515 0.803
O 1.31222 2.84056 0.17091 -0.917
C 0.10667 1.94399 2.05192 -0.149
C -0.36196 2.24601 3.33074 -0.157
C -1.25985 1.42082 3.97836 -0.191
C -1.70944 0.26468 3.35107 -0.195
C -1.24552 -0.05336 2.09036 -0.190
C -0.33295 0.77296 1.42589 -0.315
P 0.14388 0.16225 -0.23797 0.924
C -1.45289 0.25312 -1.09500 -0.265
C -1.94580 1.54657 -1.27700 -0.191
C -3.15858 1.74752 -1.90905 -0.201
C -3.88853 0.65832 -2.37332 -0.190
C -3.41259 -0.62764 -2.17554 -0.194
C -2.19705 -0.83478 -1.53327 -0.230
C 0.66290 -1.53994 0.06989 -0.398
C 1.37845 -1.79056 1.24093 -0.113
C 1.87445 -3.05881 1.48927 -0.215
C 1.66310 -4.08100 0.57233 -0.176
C 0.98182 -3.82636 -0.60746 -0.201
C 0.49592 -2.55389 -0.86900 -0.180
H 0.00502 3.15210 3.79405 0.249
H -1.61240 1.67666 4.97032 0.222
H -2.41600 -0.39045 3.84703 0.222
H -1.59357 -0.96046 1.60927 0.222
H -1.37764 2.39784 -0.91451 0.224
H -3.53759 2.75331 -2.04092 0.222
H -4.82865 0.81415 -2.88814 0.220
H -3.98886 -1.48019 -2.51507 0.219
H -1.85536 -1.84675 -1.36369 0.223
H 1.55448 -0.99502 1.95385 0.217
H 2.43621 -3.24880 2.39528 0.222
H 2.05070 -5.07446 0.77000 0.220
H 0.83949 -4.61492 -1.33614 0.221
H 0.03068 -2.34474 -1.82435 0.222
O 0.29212 1.69662 -3.30459 -0.915
S 1.32370 2.69910 -3.63613 1.473
N 2.32710 2.92017 -2.55665 -1.110
F 4.95739 0.02901 -1.91490 -0.516
B 3.71854 -0.27965 -1.44948 1.373
F 2.65939 0.04317 -2.40472 -0.551
F 3.56045 -1.56017 -0.98945 -0.529
F 3.34199 0.69147 -0.35088 -0.560



48
Properties=species:S:1:pos:R:3:lowdin_spin:R:1 method="wB97M-V/def2-TZVPD" charge=-1 relative_energy_kcal_mol=12.8 spin_multiplicity=2 e_homo_ha="-0.2222 / -0.2223" gap_ev="8.042 / 7.029" s_squared=0.755
Ir 0.25328 0.07648 -0.04875 0.604
N -1.42650 -1.30608 -0.93761 0.208
C -2.58885 -1.21560 -0.06708 0.014
C -2.10045 -1.16815 1.36820 0.003
O -2.73355 -1.68311 2.28308 0.002
N -0.94039 -0.50150 1.48933 -0.001
C -0.19992 -0.61523 2.72956 -0.001
C 1.25434 -0.91516 2.41292 0.002
O 2.01650 -1.38469 3.22356 0.010
O 1.63911 -0.57083 1.19316 0.011
H -1.57575 -0.97433 -1.89193 0.004
H -0.99665 -2.22306 -0.94324 0.003
H -3.27043 -2.05972 -0.17464 0.007
H -3.13237 -0.29681 -0.29468 0.000
H -0.61453 -1.38990 3.37028 0.000
H -0.20882 0.31939 3.30227 0.000
O 2.50347 -2.57252 -2.40482 0.003
C 1.94542 -1.66556 -1.81491 0.003
O 0.98811 -1.76772 -0.96572 0.065
C 2.36409 -0.23869 -2.09897 0.001
C 3.37478 0.06892 -2.99173 0.000
C 3.65085 1.39929 -3.24632 0.002
C 2.90139 2.37982 -2.60862 0.000
C 1.91275 1.99684 -1.72519 0.001
N 1.66524 0.70798 -1.47579 0.001
H 3.89721 -0.75142 -3.46199 0.000
H 4.43549 1.67511 -3.93888 0.000
H 3.07622 3.43119 -2.78655 0.000
H 1.29722 2.71004 -1.19581 0.000
Br -4.38289 6.36480 -4.31728 0.000
C -3.48756 4.79917 -3.72017 0.000
C -3.28470 3.75817 -4.61129 0.000
C -2.63085 2.61874 -4.16980 0.000
C -2.18322 2.52585 -2.85801 0.001
C -2.39730 3.58248 -1.98059 0.000
C -3.05471 4.72714 -2.40710 0.000
C -1.46522 1.27353 -2.41258 0.002
O -1.36012 0.32462 -3.19217 -0.001
O -1.01766 1.33800 -1.21430 0.016
H -3.63362 3.83903 -5.63135 0.000
H -2.45761 1.78295 -4.83420 0.000
H -2.04885 3.50072 -0.95978 0.000
H -3.22810 5.54975 -1.72749 0.000
N 0.32848 1.80478 0.92199 0.002
C -0.06318 2.65715 1.62024 0.014
N -0.39017 3.70241 2.26167 0.016
C -0.51356 3.68286 3.58545 0.001
N -0.64783 3.76892 4.73010 0.007



49
Properties=species:S:1:pos:R:3:nbo_charge:R:1 method="wB97M-V/def2-TZVPD" e_homo_ha=-0.3063 gap_ev=8.435 smiles=COc1cc(Nc2nc3c(C(F)(F)F)ccc(O[C@@H](C)C(F)(F)F)n3n2)ccc1-n1cnc(Cl)n1
C 4.32451 1.26016 3.79383 -0.250
O 2.98887 1.35733 4.20554 -0.524
C 2.12733 1.44224 3.09799 0.299
C 1.33852 0.28528 2.79958 -0.299
C 0.57596 0.14425 1.59999 0.256
N -0.05553 -1.11217 1.38918 -0.602
C -0.92882 -1.49537 0.40682 0.501
N -1.46354 -2.74537 0.60077 -0.509
C -2.17354 -2.93566 -0.45424 0.394
C -3.02881 -4.11089 -0.81697 -0.206
C -3.25715 -5.28001 0.14121 0.986
F -4.33454 -4.96678 0.89795 -0.319
F -2.21957 -5.55955 0.96469 -0.305
F -3.56297 -6.46489 -0.51983 -0.335
C -3.62349 -4.07354 -2.03758 -0.103
C -3.44831 -2.92624 -2.92938 -0.347
C -2.63695 -1.86887 -2.59290 0.536
O -2.50150 -0.94371 -3.58452 -0.463
C -1.45842 0.05434 -3.52626 0.007
C -0.06169 -0.60260 -3.68812 -0.634
C -1.74861 1.16633 -4.51317 0.965
F -2.00466 0.71675 -5.73780 -0.304
F -2.82009 1.84327 -3.98643 -0.323
F -0.67023 2.00686 -4.61712 -0.322
N -2.01743 -1.88134 -1.32120 -0.215
N -1.26158 -0.92730 -0.69734 -0.372
C 0.54148 1.24818 0.72825 -0.288
C 1.26564 2.43500 1.05413 -0.176
C 2.01370 2.57276 2.23491 0.057
N 2.56209 3.83982 2.53848 -0.198
C 3.02101 4.27886 3.79414 0.195
N 3.51585 5.45469 3.71974 -0.464
C 3.34711 5.77902 2.35489 0.288
Cl 3.99688 7.25509 1.59052 0.021
N 2.76489 4.83629 1.66121 -0.279
H 5.02056 1.34503 4.61739 0.200
H 4.63183 2.05096 3.11482 0.175
H 4.42166 0.31347 3.31808 0.179
H 1.38966 -0.53954 3.51029 0.226
H 0.17865 -1.86586 2.01792 0.424
H -4.25995 -4.91850 -2.32326 0.243
H -3.88403 -2.89637 -3.93190 0.250
H -1.47904 0.53301 -2.54878 0.229
H 0.13698 -0.87989 -4.75611 0.224
H 0.73278 0.04217 -3.29461 0.237
H -0.06151 -1.52395 -3.17105 0.221
H -0.03019 1.20909 -0.21899 0.242
H 1.17352 3.29410 0.38582 0.246
H 2.92269 3.75406 4.72939 0.232